(1)
A molecular structure, C13H26B3N3O5. Source: the Open Molecules 2025 dataset; level of theory: wB97M-V/def2-TZVPD.

Geometry as XYZ:
```
50
Properties=species:S:1:pos:R:3:nbo_charge:R:1
C 0.02 -2.97 7.14 -0.650
C 1.15 -2.89 6.00 0.112
O 1.44 -4.26 5.58 -0.723
C 0.51 -2.20 4.69 -0.818
B 1.67 -1.56 3.79 1.229
O 2.55 -0.53 4.33 -0.915
B 2.01 0.67 3.77 1.304
O 2.08 1.94 4.45 -0.922
O 1.34 0.53 2.51 -0.921
B 1.83 -0.59 1.75 1.184
C 2.21 -0.37 0.18 -0.845
C 3.55 -1.13 -0.21 0.144
N 3.40 -2.36 -0.63 -0.609
O 1.92 -1.87 2.40 -0.886
H -0.13 -4.06 7.44 0.222
H 0.32 -2.34 8.03 0.212
H -0.95 -2.54 6.75 0.212
H 2.07 -2.35 6.35 0.183
H 1.85 -4.65 6.36 0.464
H -0.10 -1.33 5.10 0.235
H -0.11 -2.92 4.09 0.259
H 1.22 2.14 4.85 0.501
H 1.33 -0.69 -0.47 0.294
H 2.45 0.73 0.08 0.235
H 4.55 -0.63 -0.11 0.165
H 4.34 -2.73 -0.84 0.328
C -3.14 -0.61 -1.95 -0.615
C -2.74 0.49 -0.98 -0.382
C -1.78 1.51 -1.61 -0.509
C -0.52 0.83 -2.04 0.299
N 0.46 0.30 -2.36 -0.355
H -2.27 -1.21 -2.27 0.216
H -3.84 -1.30 -1.47 0.219
H -3.62 -0.20 -2.84 0.205
H -2.27 0.04 -0.10 0.208
H -3.64 1.01 -0.64 0.214
H -1.53 2.29 -0.88 0.254
H -2.24 1.99 -2.47 0.250
C -1.47 2.69 -7.53 -0.613
C -0.51 2.94 -6.37 -0.382
C -1.09 2.53 -5.02 -0.512
C -2.33 3.31 -4.73 0.283
N -3.30 3.91 -4.51 -0.342
H -2.39 3.28 -7.43 0.216
H -1.01 2.97 -8.47 0.218
H -1.74 1.63 -7.59 0.204
H -0.25 4.00 -6.35 0.209
H 0.41 2.39 -6.54 0.214
H -0.37 2.71 -4.22 0.255
H -1.33 1.46 -5.01 0.248
```

Calculated values
- spin multiplicity = 1
- total charge = 0
- HOMO (eV) = -9.884
- F_max (eV/A) = 3.439
- LUMO energy (Eh) = 0.00804
- orbital gap (Ha) = 0.37125

(2)
A molecular structure, C13H26Br2F4IO4P2. Source: the Open Molecules 2025 dataset; level of theory: wB97M-V/def2-TZVPD.

Geometry as XYZ:
```
52
Properties=species:S:1:pos:R:3:nbo_charge:R:1
C 3.33 -0.52 0.82 -0.622
C 3.90 -1.95 0.58 -0.450
C 3.66 -2.50 -0.83 -0.054
F 4.03 -1.51 -1.73 -0.333
P 1.90 -2.96 -1.21 1.244
C 0.69 -2.67 0.15 -0.751
C -0.63 -2.11 -0.50 -0.471
C -1.61 -1.57 0.53 0.281
F -2.08 -2.52 1.36 -0.318
Br -3.17 -0.97 -0.54 0.053
C -1.06 -0.32 1.32 0.599
F -0.32 0.42 0.50 -0.314
F -0.39 -0.77 2.39 -0.317
Br -2.52 0.78 2.05 0.051
C 1.68 -4.69 -1.79 -0.662
I 2.46 -4.79 -3.81 0.223
C 2.32 -5.76 -0.85 -0.439
C 1.23 -6.63 -0.17 -0.608
H 3.91 0.23 0.27 0.242
H 2.28 -0.41 0.51 0.191
H 3.40 -0.33 1.90 0.240
H 3.60 -2.67 1.36 0.226
H 4.99 -1.85 0.68 0.253
H 4.32 -3.37 -0.97 0.232
H 1.49 -2.13 -2.28 0.061
H 1.07 -2.05 0.97 0.286
H 0.45 -3.65 0.58 0.269
H -0.34 -1.29 -1.17 0.248
H -1.07 -2.91 -1.12 0.251
H 0.60 -4.86 -1.85 0.266
H 2.98 -5.29 -0.11 0.206
H 2.90 -6.45 -1.48 0.249
H 0.68 -7.24 -0.89 0.229
H 1.74 -7.28 0.56 0.242
H 0.53 -6.00 0.40 0.198
C -4.64 5.26 -0.94 -0.261
O -4.47 6.35 -0.02 -0.706
P -3.17 6.32 1.05 2.397
O -3.26 7.72 1.54 -1.047
O -2.09 6.12 -0.16 -0.859
C -1.69 7.26 -0.91 -0.246
O -2.07 5.73 2.18 -0.691
C -1.76 4.33 2.14 -0.272
H -5.69 4.96 -0.94 0.193
H -4.38 5.61 -1.94 0.193
H -4.03 4.40 -0.69 0.173
H -2.37 8.10 -0.78 0.210
H -1.67 6.99 -1.97 0.176
H -0.68 7.55 -0.60 0.187
H -1.17 4.10 1.24 0.186
H -2.67 3.73 2.14 0.165
H -1.16 4.09 3.02 0.201
```

Calculated values
- spin multiplicity = 1
- total charge = +1
- HOMO (eV) = -11.481
- F_max (eV/A) = 7.384
- LUMO energy (Eh) = -0.13719
- orbital gap (Ha) = 0.28474

(3)
A molecular structure, C13H26Cl2ErNO4P2. Source: the Open Molecules 2025 dataset; level of theory: wB97M-V/def2-TZVPD.

Geometry as XYZ:
```
49
Properties=species:S:1:pos:R:3:lowdin_spin:R:1
C -0.89 0.90 -3.57 0.000
C -0.89 0.37 -2.27 0.000
N -0.01 0.84 -1.34 -0.002
C 0.71 1.94 -1.64 0.000
C 0.66 2.56 -2.90 0.000
C -0.14 2.00 -3.88 0.000
C -1.84 -0.74 -1.93 0.000
P -2.37 -0.76 -0.16 -0.002
Er 0.27 -0.73 0.84 3.026
P 2.07 1.43 0.72 -0.003
C 1.61 2.60 -0.61 0.000
O -0.69 -3.23 -2.46 0.000
O 0.17 -2.86 -0.09 0.000
H -1.58 0.43 -4.28 0.000
H 1.29 3.42 -3.07 0.000
H -0.17 2.44 -4.89 0.000
C -3.80 0.36 -0.22 -0.001
C -3.21 -2.36 -0.01 0.000
H 2.53 2.99 -1.09 0.000
H 1.09 3.46 -0.15 0.000
H -1.40 -1.78 -2.23 0.000
H -2.75 -0.63 -2.54 0.000
C 2.40 2.57 2.11 -0.001
C 3.77 0.97 0.22 0.000
H 1.35 -2.44 0.33 -0.002
H 0.07 -3.73 0.39 0.000
H -0.18 -3.17 -1.56 0.000
H 0.01 -2.99 -3.08 0.000
H -0.55 0.61 2.00 -0.007
H 2.03 -1.76 0.58 -0.003
H -4.60 -0.06 -0.86 0.000
H -4.17 0.49 0.80 0.000
H -3.49 1.34 -0.60 0.000
H -4.02 -2.45 -0.75 0.000
H -2.53 -3.20 -0.13 0.000
H -3.65 -2.41 0.99 0.000
H 4.45 1.84 0.31 0.000
H 4.07 0.17 0.91 0.000
H 3.74 0.60 -0.81 0.000
H 3.37 3.08 1.99 0.000
H 1.59 3.32 2.18 0.000
H 2.41 1.97 3.04 0.000
Cl 0.25 0.68 5.16 -0.001
C 0.53 -1.03 4.87 0.000
Cl -0.64 -2.09 5.62 0.000
C 0.52 -1.17 3.35 0.000
O 1.50 -0.62 2.74 -0.003
O -0.38 -1.86 2.74 -0.002
H 1.52 -1.29 5.22 0.000
```

Calculated values
- spin multiplicity = 4
- total charge = 0
- HOMO (alpha / beta) (eV) = -7.221 / -7.210
- F_max (eV/A) = 2.094
- LUMO energy (alpha / beta) (Eh) = 0.01109 / 0.01138
- orbital gap (alpha / beta) (Ha) = 0.27646 / 0.27635

(4)
A molecular structure, C13H26Cl6Cu2N2O5. Source: the Open Molecules 2025 dataset; level of theory: wB97M-V/def2-TZVPD.

Geometry as XYZ:
```
54
Properties=species:S:1:pos:R:3:nbo_charge:R:1
Cu -1.52 -1.28 2.25 0.907
Cu -1.27 2.41 -0.38 0.914
C -0.41 -0.15 0.00 0.936
O -1.34 0.41 0.69 -0.993
O 0.05 0.49 -0.99 -0.855
O -0.05 -1.35 0.34 -0.917
C -3.98 2.10 1.24 0.544
O -3.22 2.99 0.85 -0.713
N -5.00 2.34 2.07 -0.407
C -5.68 1.20 2.67 -0.407
C -5.30 3.69 2.51 -0.429
H -3.86 1.06 0.93 0.148
H -6.75 1.40 2.64 0.213
H -5.34 1.12 3.71 0.194
H -5.42 0.23 2.25 0.217
H -6.33 3.97 2.28 0.210
H -5.06 3.82 3.56 0.205
H -4.69 4.38 1.93 0.248
C 3.34 2.38 -1.15 0.526
O 4.09 2.66 -2.06 -0.607
N 3.65 2.41 0.17 -0.447
C 2.70 2.04 1.19 -0.418
C 4.83 3.11 0.64 -0.427
H 2.28 2.11 -1.31 0.118
H 2.03 2.91 1.23 0.180
H 3.19 1.80 2.13 0.224
H 2.03 1.23 0.92 0.213
H 4.55 4.02 1.18 0.186
H 5.50 2.47 1.21 0.207
H 5.39 3.56 -0.17 0.240
Cl -1.63 -0.70 -5.28 -0.065
C -1.24 -1.34 -3.65 -0.387
C 0.23 -1.30 -3.35 -0.391
Cl 1.15 -2.49 -4.34 -0.084
H -1.64 -2.34 -3.51 0.218
H -1.70 -0.69 -2.90 0.225
H 0.45 -1.47 -2.29 0.243
H 0.73 -0.35 -3.51 0.237
Cl 4.30 -2.30 -1.08 -0.076
C 2.93 -1.30 -0.45 -0.379
C 3.00 -1.34 1.09 -0.386
Cl 4.59 -0.74 1.60 -0.068
H 2.03 -1.78 -0.81 0.241
H 2.99 -0.30 -0.86 0.225
H 2.96 -2.36 1.47 0.220
H 2.21 -0.74 1.52 0.222
Cl -1.62 -5.57 0.32 -0.066
C -0.08 -4.79 0.00 -0.406
C 0.23 -4.57 -1.48 -0.399
Cl 0.67 -6.04 -2.37 -0.041
H 0.76 -5.33 0.44 0.221
H -0.15 -3.80 0.45 0.238
H 0.99 -3.80 -1.56 0.233
H -0.59 -4.04 -1.97 0.215
```

Calculated values
- spin multiplicity = 1
- total charge = 0
- HOMO (eV) = -8.938
- ΔE to the lowest compared entry with this formula, charge and spin (kcal per mole) = 3.0
- F_max (eV/A) = 2.504
- LUMO energy (Eh) = -0.08160
- orbital gap (Ha) = 0.24685

(5)
A molecular structure, C13H26GaN6O6. Source: the Open Molecules 2025 dataset; level of theory: wB97M-V/def2-TZVPD.

Geometry as XYZ:
```
52
Properties=species:S:1:pos:R:3:nbo_charge:R:1
O 2.75 0.12 -2.91 -0.712
H 3.18 -0.47 -3.53 0.495
Ga 0.23 -0.34 -0.16 1.717
N -0.79 -1.06 -1.67 -0.192
N 0.20 1.30 -1.53 -0.236
N 0.88 -1.44 1.30 -0.296
N 1.08 1.00 1.17 -0.137
O -1.28 -2.22 -1.53 -0.590
O 0.75 -2.86 1.19 -0.534
O 0.86 2.33 1.11 -0.492
O 0.48 2.55 -1.29 -0.632
C -0.42 1.01 -2.71 0.186
C -0.89 -0.33 -2.82 0.076
C 1.39 -0.93 2.41 0.295
C 1.43 0.50 2.37 0.168
C -1.52 -0.95 -4.00 -0.671
H -0.75 -1.21 -4.74 0.227
H -2.26 -0.28 -4.46 0.225
H -2.00 -1.87 -3.64 0.263
C -0.72 2.13 -3.62 -0.668
H 0.16 2.75 -3.81 0.252
H -1.49 2.78 -3.18 0.239
H -1.10 1.75 -4.57 0.223
C 1.69 -1.82 3.55 -0.688
C 1.64 1.38 3.55 -0.684
H 2.08 -2.77 3.19 0.273
H 0.78 -2.01 4.14 0.263
H 2.42 -1.35 4.21 0.253
H 1.43 2.42 3.27 0.280
H 2.67 1.31 3.93 0.251
H 0.95 1.09 4.36 0.240
H 0.33 -2.98 0.29 0.521
H 0.69 2.52 0.10 0.493
C 3.70 0.90 -2.20 -0.263
H 4.25 1.61 -2.79 0.212
H 4.24 0.13 -1.62 0.167
H 3.19 1.46 -1.38 0.210
O 1.73 -1.20 -1.07 -0.995
H 2.11 -0.78 -1.94 0.535
H 2.41 -1.71 -0.55 0.516
C -3.82 -0.89 3.13 -0.404
N -3.10 -0.34 1.99 -0.307
C -3.54 0.62 1.08 -0.056
C -2.51 0.83 0.23 -0.035
N -1.48 0.00 0.61 -0.624
C -1.86 -0.71 1.65 0.227
H -4.26 -0.07 3.71 0.229
H -4.60 -1.58 2.79 0.230
H -3.09 -1.43 3.75 0.217
H -4.52 1.08 1.11 0.247
H -2.41 1.50 -0.62 0.257
H -1.28 -1.48 2.16 0.225
```

Calculated values
- spin multiplicity = 1
- total charge = +1
- HOMO (alpha / beta) (eV) = -9.216 / -9.213
- ΔE to the lowest compared entry with this formula, charge and spin (kcal per mole) = 0.0
- F_max (eV/A) = 4.167
- LUMO energy (alpha / beta) (Eh) = -0.16038 / -0.16035
- orbital gap (alpha / beta) (Ha) = 0.17830 / 0.17820

(6)
A molecular structure, C13H26GdINO2P2. Source: the Open Molecules 2025 dataset; level of theory: wB97M-V/def2-TZVPD.

Geometry as XYZ:
```
46
Properties=species:S:1:pos:R:3:lowdin_spin:R:1
C -0.19 -0.02 -5.70 0.001
I -0.58 0.07 -3.54 0.004
H 0.89 0.09 -5.84 0.000
H -0.73 0.80 -6.18 0.000
H -0.54 -0.98 -6.06 0.000
Gd 0.16 0.04 0.17 7.279
P 0.09 2.72 -0.23 0.108
C -1.52 3.51 -0.52 0.021
C 0.80 3.43 1.31 0.026
H 0.95 4.51 1.19 0.005
H 1.42 4.24 -1.60 0.004
H 1.77 2.95 1.54 0.002
H 2.24 2.66 -1.36 0.002
H -2.19 3.23 0.30 0.001
H 0.11 3.24 2.16 0.000
C 1.27 3.15 -1.56 0.017
H -1.42 4.60 -0.57 0.004
H 0.89 2.78 -2.53 0.000
H -1.94 3.13 -1.46 0.001
P 0.13 -2.69 0.15 0.088
C -1.46 -3.56 0.00 0.017
C 1.32 -3.34 -1.07 0.014
H 1.78 -2.58 1.97 0.003
H 0.99 -4.20 1.87 0.004
H 0.11 -2.80 2.59 0.000
C 0.82 -3.11 1.81 0.024
H 2.29 -2.81 -0.95 0.002
H 1.48 -4.41 -0.94 0.003
H -1.34 -4.64 0.11 0.003
H -1.89 -3.33 -0.98 0.001
H 0.94 -3.13 -2.09 0.000
H -2.14 -3.17 0.77 0.001
C -2.01 -0.05 -0.56 0.201
O -3.17 -0.06 -0.59 0.143
O -0.77 0.14 2.08 0.012
N 0.02 0.29 3.21 0.004
C -0.62 0.89 4.25 0.000
C 0.13 1.58 5.17 0.001
C 1.53 1.55 5.11 0.000
C 2.16 0.87 4.07 0.001
C 1.39 0.24 3.09 0.002
H -1.68 0.93 4.18 0.000
H -0.40 2.17 5.92 0.000
H 2.12 2.13 5.82 0.000
H 3.25 0.88 3.96 0.000
H 1.87 -0.24 2.21 0.001
```

Calculated values
- spin multiplicity = 9
- total charge = +2
- HOMO (alpha / beta) (eV) = -11.899 / -13.908
- F_max (eV/A) = 3.152
- LUMO energy (alpha / beta) (Eh) = -0.25540 / -0.30762
- orbital gap (alpha / beta) (Ha) = 0.18190 / 0.20350

| no. | calculated total energy (a.u.) |
| --- | --- |
| 1 | -1126.21684 |
| 2 | -7339.49545 |
| 3 | -3484.85301 |
| 4 | -7038.72885 |
| 5 | -3215.32558 |
| 6 | -2461.58838 |